DFT (ωB97M-V/def2-TZVPD) results for one molecule with the formula C4H4N2O.

Calculated values
LUMO ... -0.23 eV
Relative energy (zero: lowest compared OMol25 entry of this formula, charge and spin) ... 105.8 kcal/mol
Structure (SMILES) ... N=C=C/C=C\N=O
HOMO level ... -8.6 eV
Total energy ... -9235.8998 eV
Strongest force on any atom ... 0.748 eV/A

Geometry as ORCA input:
```
! RIJCOSX wB97M-V def2-TZVPD def2/J DEFGRID3
* xyz 0 1
H 1.730 0.169 -1.546
N 0.494 -1.143 1.353
H 2.234 -1.452 0.174
N -2.329 0.700 0.504
C -0.178 0.880 -0.835
C 1.296 -0.903 0.166
H -2.418 1.183 1.397
C -1.262 0.806 -0.082
H -0.167 1.685 -1.563
C 1.000 0.014 -0.755
O -0.398 -1.939 1.188
*
```


DFT (ωB97M-V/def2-TZVPD) results for C4H7O2V as an isolated structure.

Calculated values
LUMO (spin up / spin down) ... -5.04 / -5.09 eV
Relative energy (zero: lowest compared OMol25 entry of this formula, charge and spin) ... 0.0 kcal/mol
Expectation value of S² ... 3.770
HOMO level (spin up / spin down) ... -13.4 / -13.7 eV
Total energy ... -34033.3009 eV
Strongest force on any atom ... 1.995 eV/A

Geometry as ORCA input:
```
! RIJCOSX wB97M-V def2-TZVPD def2/J DEFGRID3
* xyz 1 4
H -0.238 -1.486 -1.254
H 1.696 0.848 -0.475
C 0.823 -0.448 0.941
H 1.311 -0.454 2.793
C -0.907 0.508 -1.624
V -1.827 0.858 1.170
O 1.524 0.027 1.988
H -1.034 0.966 -2.620
H 0.789 -0.526 -2.375
C 0.989 0.036 -0.297
O -1.632 0.904 -0.715
H -1.800 0.525 2.775
H 0.127 -1.266 1.153
C 0.180 -0.493 -1.461
*
```


DFT (ωB97M-V/def2-TZVPD) results for an isolated ion of composition C3H3N2OS and charge -1.

Calculated values
LUMO ... 3.53 eV
Relative energy (zero: lowest compared OMol25 entry of this formula, charge and spin) ... 37.1 kcal/mol
HOMO level ... -2.3 eV
Total energy ... -19021.3219 eV
Strongest force on any atom ... 3.696 eV/A

Geometry as ORCA input:
```
! RIJCOSX wB97M-V def2-TZVPD def2/J DEFGRID3
* xyz -1 1
N -0.216 1.281 0.950
N -0.129 -0.395 -0.663
H 0.233 -1.539 -2.588
H -1.486 1.255 -0.778
C 0.789 0.527 1.577
C 1.085 -0.666 1.121
O 1.475 -1.738 0.970
S -0.798 -1.394 -1.772
H 1.218 1.080 2.425
C -0.607 0.776 -0.235
*
```


DFT (ωB97M-V/def2-TZVPD) results for one molecule with the formula C12H15NO3S.

Calculated values
LUMO ... 0.55 eV
Relative energy (zero: lowest compared OMol25 entry of this formula, charge and spin) ... 0.0 kcal/mol
Structure (SMILES) ... O=C(O)CCCSCC(=O)Nc1ccccc1
HOMO level ... -8.7 eV
Total energy ... -31156.4623 eV
Strongest force on any atom ... 0.570 eV/A

Geometry as ORCA input:
```
! RIJCOSX wB97M-V def2-TZVPD def2/J DEFGRID3
* xyz 0 1
C 0.691 2.349 -1.700
H -0.014 -0.277 -1.912
H 1.346 3.042 -2.224
H 1.258 0.999 -0.113
H -0.118 2.059 -2.368
H 0.300 0.165 3.017
H -2.261 2.897 -1.293
C -1.764 2.627 -0.361
H 1.045 -2.056 3.759
C 0.005 -0.717 2.465
C 1.074 -0.153 -1.909
H -0.834 1.443 1.559
O -2.094 0.389 -1.120
H 2.390 -2.065 0.335
C -0.741 -2.967 1.043
C -1.710 1.116 -0.229
C 0.059 -3.096 2.166
H -1.031 -3.842 0.482
H -2.278 3.090 0.481
C 1.458 1.131 -1.177
N -1.159 0.709 0.941
C -1.171 -1.721 0.622
C 0.426 -1.966 2.879
C -0.791 -0.586 1.329
H 2.532 1.300 -1.276
C 1.629 -1.406 -1.281
H 0.392 -4.071 2.487
H -1.793 -1.628 -0.252
S -0.077 3.333 -0.362
O 1.649 -2.482 -1.814
O 2.093 -1.220 -0.037
H 1.394 -0.127 -2.952
*
```


DFT (ωB97M-V/def2-TZVPD) results for C39H35AsCl2N5NaO2S3 as an isolated structure.

Calculated values
LUMO ... 3.60 eV
Relative energy (zero: lowest compared OMol25 entry of this formula, charge and spin) ... 53.5 kcal/mol
HOMO level ... 0.5 eV
Total energy ... -175364.4790 eV
Strongest force on any atom ... 1.272 eV/A

Geometry as ORCA input:
```
! RIJCOSX wB97M-V def2-TZVPD def2/J DEFGRID3
* xyz -2 1
C 4.522 2.734 -0.349
C -2.979 -2.240 -1.783
H 0.809 -3.909 -4.554
C 0.111 0.425 3.658
C 3.259 -1.718 -3.768
H 3.605 -0.417 6.309
C -3.278 1.548 2.356
N 1.974 1.708 -0.627
C -1.339 0.640 3.505
C 4.698 -0.315 4.460
H 5.186 -1.655 -4.676
C 4.626 -0.144 3.073
O -1.150 1.047 -1.366
C 1.777 -3.421 -4.582
C -5.162 -0.301 -0.080
H 1.296 3.242 0.547
H 5.652 -0.528 4.927
H -1.531 4.495 -4.311
H -5.166 1.274 3.294
C -1.998 -3.145 2.353
C -2.205 0.221 4.527
C -1.543 4.175 -3.281
C -1.443 2.989 0.832
C 2.179 2.808 0.083
H -4.623 0.644 -0.182
H -3.329 -1.599 -3.833
S 0.753 0.101 5.278
H -3.923 -0.458 -2.623
C 1.698 -2.457 0.907
C -1.776 5.032 -2.244
H -2.174 -2.934 -2.041
Cl -0.989 1.694 -4.243
C 2.342 0.005 4.607
N 3.548 -0.631 -2.919
Na -0.027 0.176 0.085
H -2.884 -2.727 2.839
H -4.198 0.101 5.286
H 5.520 -0.247 2.471
C -1.315 2.825 -2.913
S 0.731 -1.802 -2.643
C -4.340 -1.343 0.674
C -1.326 2.303 -1.625
H 4.387 -0.113 -3.102
H 3.575 4.258 0.839
C 4.305 1.581 -1.102
N 1.458 -0.522 -1.849
C -1.763 4.629 -0.911
As -2.496 -1.523 -0.006
C 3.557 -0.254 5.239
H -4.251 -1.060 1.724
H 4.752 -3.559 -6.192
C 3.420 0.109 2.451
H 5.526 3.120 -0.224
C 3.980 -3.231 -5.508
C -3.561 0.445 4.481
H 2.549 -4.704 -6.125
C 3.008 1.117 -1.220
H -1.788 -0.309 5.376
H -3.026 -3.941 0.599
H -1.154 -2.487 2.574
H -2.218 -0.548 -2.925
H -1.912 5.370 -0.133
H -5.400 -0.638 -1.091
C -2.188 -3.281 0.844
C 2.623 -0.103 -2.037
H 3.348 0.188 1.376
C 2.011 -2.356 -3.730
H -6.108 -0.091 0.429
H 5.139 1.055 -1.550
H -3.889 -2.839 -1.666
C 2.270 0.209 3.227
H -3.653 2.068 1.486
C 3.447 3.364 0.242
H -4.812 -2.330 0.634
S 3.095 -3.356 1.109
N 0.994 0.463 2.726
C 4.224 -2.157 -4.655
C -3.118 -1.158 -2.853
H -1.281 -3.685 0.391
H -1.788 -4.112 2.820
C 2.755 -3.867 -5.471
H -1.662 3.715 1.600
Cl -2.086 6.752 -2.596
C -4.096 1.116 3.371
O -1.100 1.694 1.398
C -1.510 3.283 -0.539
N 0.742 -1.811 0.731
C -1.891 1.302 2.393
*
```


DFT (ωB97M-V/def2-TZVPD) results for C23H14AsN4PdSSe as an isolated structure.

Calculated values
LUMO ... 1.15 eV
Relative energy (zero: lowest compared OMol25 entry of this formula, charge and spin) ... 0.0 kcal/mol
HOMO level ... -5.3 eV
Total energy ... -170539.7110 eV
Strongest force on any atom ... 0.628 eV/A

Geometry as ORCA input:
```
! RIJCOSX wB97M-V def2-TZVPD def2/J DEFGRID3
* xyz -1 1
C 3.566 -1.562 1.005
C -1.587 -1.523 0.883
C -2.479 -1.976 1.864
N -0.175 1.650 -3.153
C -0.675 -2.339 3.399
C 1.103 3.271 -0.840
C 2.693 0.503 1.857
S -2.305 -1.151 -0.677
Pd -1.223 0.511 -1.825
C -0.677 1.515 0.392
H 1.926 1.269 1.871
C 0.213 -1.867 2.446
H 1.778 3.953 -1.338
C -4.191 -1.414 -4.324
Se 0.094 4.083 -4.788
H 1.266 -1.818 2.691
C 3.793 0.621 2.694
H 5.433 -2.213 1.838
H -1.307 0.854 0.968
N -6.386 -2.157 -3.208
C -0.937 2.895 0.390
H 3.880 1.478 3.350
C 4.665 -1.450 1.848
C -3.829 -1.928 -5.596
H -0.310 -2.653 4.369
H -0.255 4.822 -0.217
N -3.541 -2.356 -6.628
H -1.825 3.269 0.882
N -2.736 0.302 -3.149
C -5.399 -1.826 -3.705
C -0.116 2.620 -3.799
As 1.033 -0.873 -0.187
H -2.739 -2.749 3.839
H -3.536 -1.996 1.629
H 3.485 -2.414 0.338
C 2.567 -0.593 1.008
C 1.338 1.921 -0.883
C -0.053 3.758 -0.214
C -0.226 -1.464 1.185
H 2.205 1.544 -1.413
C 0.456 1.006 -0.261
C -2.029 -2.393 3.102
C -3.377 -0.510 -3.686
C 4.779 -0.357 2.693
H 5.638 -0.263 3.347
*
```


DFT (ωB97M-V/def2-TZVPD) results for a 3-piece molecular cluster, C33H66BBrF5O10PS overall.

Calculated values
LUMO ... -0.01 eV
Structure (SMILES) ... CCCCCCCCCCCCCCCC[C@]1(P(O)Br)C[C@@H](CCCC(F)(F)C(F)(F)F)[C@H](B(O)O)OS1(=O)=O.COCCOC.COCCOC
HOMO level ... -9.1 eV
Total energy ... -160197.3219 eV
Strongest force on any atom ... 1.821 eV/A

Geometry as ORCA input:
```
! RIJCOSX wB97M-V def2-TZVPD def2/J DEFGRID3
* xyz 0 1
C 6.920 -2.009 0.711
F 6.461 -2.132 -0.546
H -7.295 3.190 -9.048
C 4.432 -2.081 1.386
H -5.326 -0.619 -6.735
H -8.077 3.135 -7.485
C -1.878 -1.957 -0.395
H 2.597 0.729 2.973
S 0.512 1.065 1.096
O 1.287 -1.648 4.931
C -1.310 -0.790 0.470
B 1.632 -0.394 4.547
C 1.561 0.922 8.912
C 0.221 -0.548 0.316
H 6.148 -1.964 2.687
H 1.290 -2.496 0.636
O 2.956 -0.599 11.450
H -11.432 4.431 -10.246
O 2.382 -0.189 8.582
H 1.126 -0.853 12.303
C -2.675 -1.391 -1.578
H 7.156 -1.119 6.640
F 6.887 -4.387 0.737
H -8.536 5.137 -9.600
H -5.856 1.789 -7.331
P 0.606 -0.562 -1.525
H -2.135 -0.593 -2.088
C -8.131 2.746 -8.505
C 10.069 -0.931 3.244
C 2.111 -1.145 2.057
H -9.904 6.235 -12.070
C 1.756 0.033 2.998
H -1.565 -0.989 1.509
C 3.778 -1.035 10.379
H 1.928 1.824 8.411
O 1.854 0.601 5.485
C -3.069 -2.433 -2.621
H 0.553 0.717 8.555
H -3.708 -3.183 -2.147
H 5.873 -0.501 1.780
H -1.138 -2.706 -0.673
H -9.224 4.605 -11.883
O 0.514 0.712 2.663
H -3.127 -1.751 -4.713
C -10.610 5.146 -10.306
H -3.559 -0.912 -1.159
C 3.422 -0.920 1.245
H -1.875 0.098 0.194
H -10.270 2.962 -8.431
H 10.400 1.761 4.895
H 8.866 0.591 6.464
H -9.640 2.729 -10.076
H -2.175 -2.945 -2.984
F 8.769 -3.423 0.372
H -8.906 0.797 -8.917
H -7.205 0.957 -9.281
H 1.228 -1.422 10.625
C -7.966 1.204 -8.538
H 1.526 1.089 9.991
C -5.736 -0.375 -4.620
H -9.756 5.180 -8.358
H 6.801 -1.838 5.057
O 10.383 -0.217 4.428
O 1.792 1.597 0.763
C 0.938 -1.626 1.189
H -10.971 6.136 -10.028
H 3.865 0.046 1.468
H -6.212 -1.351 -4.749
H 3.123 -0.893 0.196
C 9.689 1.018 4.518
H 2.795 0.665 5.702
C 7.498 -1.200 5.602
C -4.528 -0.530 -3.671
H -4.555 -2.591 -4.197
H 10.498 -1.929 3.328
O 7.498 0.074 4.982
C -3.801 -1.874 -3.864
H 8.989 -1.023 3.110
H 3.536 -2.064 10.095
C -5.367 0.194 -6.004
H -6.682 1.936 -5.780
H 10.506 -0.432 2.374
Br 1.389 -2.630 -2.051
H 4.811 -1.019 10.741
H -4.381 0.665 -5.987
C 5.868 -1.586 1.706
H 8.084 1.923 5.598
H -6.494 0.271 -4.173
H 8.488 -1.661 5.578
H 2.337 -1.990 2.709
C 3.668 -0.113 9.184
H 1.729 -1.840 5.774
H -2.606 -2.469 0.236
F 7.937 -3.424 2.343
H 4.158 -2.774 2.183
H -8.471 0.828 -6.512
H 4.396 -0.430 8.428
C -9.511 4.728 -9.324
C 7.634 -3.338 1.052
C -9.451 3.207 -9.110
C -6.362 1.227 -6.543
O 1.933 0.383 -1.708
H 9.349 1.348 3.532
H -4.924 -0.390 -2.668
C -7.633 0.603 -7.176
C -10.122 5.211 -11.774
H 3.903 0.916 9.470
C 8.524 0.928 5.481
C 1.763 -1.355 11.576
H -7.571 -0.484 -7.259
F 7.892 -1.071 0.660
H 0.192 -2.000 1.892
H 1.826 0.771 -2.591
H 1.989 -2.362 11.942
O -0.528 1.970 0.779
H 4.399 -2.665 0.470
H -3.849 0.288 -3.915
H -10.900 4.852 -12.446
*
```


DFT (ωB97M-V/def2-TZVPD) results for C23H41AlIP2 as an isolated structure.

Calculated values
LUMO (spin up / spin down) ... -4.41 / -3.82 eV
Relative energy (zero: lowest compared OMol25 entry of this formula, charge and spin) ... 62.3 kcal/mol
HOMO level (spin up / spin down) ... -10.0 / -9.6 eV
Total energy ... -57780.8089 eV
Strongest force on any atom ... 3.562 eV/A

Geometry as ORCA input:
```
! RIJCOSX wB97M-V def2-TZVPD def2/J DEFGRID3
* xyz 1 1
H -2.472 0.650 -0.116
C 0.660 1.926 -0.279
C -0.868 -2.272 1.851
C 3.653 -0.204 -2.394
H 4.330 -1.094 -2.371
H -0.461 0.005 -0.557
C 0.786 -2.086 3.413
H 2.017 -3.339 -2.331
Al 1.026 -1.521 -0.376
H -0.264 2.899 -3.561
P -0.742 0.470 -3.064
H 1.273 -0.145 -4.344
C -0.125 -1.020 3.634
H 2.581 -1.326 4.175
C -1.799 -2.828 0.859
H -0.821 0.705 4.680
C -1.256 3.638 1.380
H -1.467 1.552 2.013
H -1.967 2.534 -3.547
H 1.482 1.352 0.170
C 1.432 -2.552 -2.834
H 1.133 -4.847 2.710
H 1.712 -2.385 -3.876
C 0.931 3.141 -1.085
I 2.887 -0.875 1.234
H -2.318 2.298 -0.905
H 1.865 -3.963 1.406
H -0.016 5.001 -1.472
C -1.891 2.238 1.257
H -0.166 5.404 0.749
P 1.917 -0.888 -2.350
H -2.492 0.439 3.237
H -0.993 2.133 -4.964
H -1.044 -1.476 -4.599
C -0.997 2.144 -3.861
C 0.326 -2.869 2.320
C -1.885 1.609 -0.147
H 1.119 2.820 -2.127
H -1.351 -3.077 -0.113
C -1.399 -0.435 -4.578
H 0.358 -2.747 -2.706
H 0.282 -4.690 1.141
H 1.837 3.623 -0.696
C -0.571 4.366 0.506
H -1.221 3.647 -1.485
H 3.889 0.538 -1.583
C -0.502 1.242 -0.489
H 0.959 0.460 4.744
H -2.933 2.292 1.564
H 1.898 -2.605 5.223
C -0.017 -0.040 4.735
H -3.142 -0.629 1.945
C -1.175 -1.181 2.727
H 2.698 -3.020 3.695
H -1.157 0.044 -5.552
H 3.633 0.293 -3.388
H -2.504 -0.479 -4.483
H -0.129 -0.589 5.677
C -2.524 -0.582 2.854
H -1.416 4.133 2.404
C 0.901 -4.154 1.882
C 2.029 -2.281 4.163
H -2.603 -2.109 0.665
C -0.307 4.043 -0.998
H 1.551 1.286 -3.321
C 1.087 0.313 -3.383
H -2.222 -3.732 1.308
H -3.033 -1.198 3.610
*
```


DFT (ωB97M-V/def2-TZVPD) results for an isolated ion of composition C5H7N2 and charge +1.

Calculated values
LUMO (spin up / spin down) ... -5.35 / -5.35 eV
Relative energy (zero: lowest compared OMol25 entry of this formula, charge and spin) ... 195.5 kcal/mol
Structure (SMILES) ... C#[N+]C1=C(C)N1C
HOMO level (spin up / spin down) ... -12.8 / -12.8 eV
Total energy ... -8264.2991 eV
Strongest force on any atom ... 7.589 eV/A

Geometry as ORCA input:
```
! RIJCOSX wB97M-V def2-TZVPD def2/J DEFGRID3
* xyz 1 1
H -1.853 -0.938 1.007
C -0.564 1.724 -1.119
H -0.272 2.260 -0.134
H -1.445 -2.502 0.263
H -0.273 1.997 -2.121
H -2.218 -1.245 -0.568
C -1.393 -1.390 0.156
N -0.168 -0.740 -0.313
C -0.037 0.415 -0.732
H 3.514 -1.319 0.881
C 1.044 -0.381 -1.187
C 2.618 -1.386 0.274
H -1.646 1.603 -1.021
N 2.079 -0.738 -0.446
*
```


DFT (ωB97M-V/def2-TZVPD) results for a 2-piece molecular cluster, ClNO4S overall.

Calculated values
LUMO (spin up / spin down) ... -0.44 / -4.20 eV
Relative energy (zero: lowest compared OMol25 entry of this formula, charge and spin) ... 46.0 kcal/mol
HOMO level (spin up / spin down) ... -11.4 / -8.9 eV
Total energy ... -33031.7559 eV
Strongest force on any atom ... 4.629 eV/A

Geometry as ORCA input:
```
! RIJCOSX wB97M-V def2-TZVPD def2/J DEFGRID3
* xyz 0 1
O -0.461 0.217 0.168
S -1.075 1.577 0.337
O 0.390 -2.602 0.568
Cl 0.461 2.484 1.585
O 1.171 -2.074 -1.464
N 0.706 -2.047 -0.413
O -1.193 2.445 -0.781
*
```


DFT (ωB97M-V/def2-TZVPD) results for C40H30Co2N2O5P as an isolated structure.

Calculated values
LUMO ... 2.34 eV
Relative energy (zero: lowest compared OMol25 entry of this formula, charge and spin) ... 0.0 kcal/mol
HOMO level ... -2.7 eV
Total energy ... -139726.6027 eV
Strongest force on any atom ... 3.601 eV/A

Geometry as ORCA input:
```
! RIJCOSX wB97M-V def2-TZVPD def2/J DEFGRID3
* xyz -1 1
C 4.046 -4.000 5.002
C -1.813 0.862 1.752
C 3.705 -4.333 2.816
H 3.403 -0.684 4.596
C 6.292 -0.839 0.549
H 2.917 -1.201 0.180
C -4.306 0.020 -1.146
H 4.286 -2.955 8.209
C 4.134 -2.928 7.128
C 4.180 -0.030 -1.121
H -6.103 -0.597 -2.164
C -1.844 1.144 4.537
H -3.897 1.788 4.286
C 2.346 1.292 1.384
H 3.205 0.617 -2.976
C -2.839 4.762 -1.969
H -3.880 1.509 1.813
Co 1.563 2.127 0.036
O -1.202 -1.066 -3.296
H 7.568 0.313 -0.768
C -2.558 3.651 -2.768
C 1.936 0.971 -1.320
C 0.398 -1.393 0.045
H 2.926 -5.997 1.758
C -0.693 0.678 3.898
C 3.072 0.459 -1.896
C 3.938 -0.851 -0.002
C -5.148 -2.254 -1.150
C 4.983 -1.253 0.812
O 0.501 -2.364 0.684
C 6.551 -0.028 -0.567
C -2.295 2.415 -2.173
C 0.555 3.282 0.927
C -5.266 -0.918 -1.542
H 3.055 -4.474 0.821
C 3.542 -5.109 1.567
H -2.535 3.735 -3.855
O 3.682 3.962 -0.681
C 3.821 -1.700 6.507
H -3.999 -3.683 0.002
H 4.522 -5.434 1.192
C -2.985 1.285 2.398
C -4.086 -2.648 -0.329
C 3.762 -2.776 4.354
H -3.014 5.735 -2.430
C -2.992 1.436 3.790
H 7.097 -1.150 1.215
H -2.305 -2.020 0.724
C -0.690 0.519 2.512
C -3.196 -0.391 -0.393
H -1.848 1.273 5.621
H -4.422 1.067 -1.429
H 3.718 -0.808 7.127
C -2.299 2.289 -0.773
O -0.018 4.021 1.608
C -2.627 3.393 0.021
N 3.995 -4.956 3.990
H -3.147 5.478 0.053
H 4.747 -1.892 1.661
C 4.246 -4.107 6.369
Co 0.099 0.025 -0.944
H -5.885 -2.988 -1.480
H 0.199 0.121 2.014
H 0.375 2.275 -2.344
C 2.809 3.274 -0.362
C 0.726 1.684 -1.510
H 4.479 -5.081 6.802
O 2.840 0.892 2.355
H -2.700 3.286 1.101
H 0.205 0.433 4.466
C -3.124 -1.716 0.067
C -0.609 -0.614 -2.405
H 4.141 -5.954 4.101
C -2.897 4.625 -0.579
P -1.749 0.690 -0.068
H -2.074 1.546 -2.799
N 3.583 -3.015 2.988
C 3.642 -1.610 5.120
C 5.518 0.339 -1.420
H 5.696 0.956 -2.303
*
```